# 1
Molecular formula: C27H24Cl2GeKN2O3S
Method: DFT, ωB97M-V/def2-TZVPD

multiplicity: 2
total energy: -146234.9951 eV
total charge: -2
Kohn-Sham gap (alpha / beta): 5.966 / 5.502 eV
energy above the lowest of the compared OMol25 structures with the same formula, charge and spin: 37.6 kJ/mol
M: 639.18 g mol⁻¹

The geometry in XYZ format:
```
61
C27H24Cl2GeKN2O3S (ωB97M-V/def2-TZVPD)
H -2.1792 -2.0026 2.5677
C -4.7802 1.1601 0.8858
C 4.1870 -3.5354 0.0658
C 3.3351 -0.5852 2.1539
H -4.5811 2.5468 -0.7911
N -3.7358 0.6701 -1.2355
H 0.6238 -0.7885 -2.0166
C -2.7081 1.7313 3.5809
C 1.9108 -2.0094 0.7580
H -2.8663 -3.9378 -3.5426
C -2.0951 -3.2544 -3.2060
C 4.5083 4.7395 -0.5435
H 0.1206 0.4225 2.3407
O -5.1641 -0.0111 1.1683
C -0.1920 -1.8633 -3.6723
H -3.9066 -0.2902 -0.9514
C 1.8090 -3.1606 -0.0706
C -0.1384 -1.4910 -2.3384
C 3.0447 2.9321 -0.0303
H -3.7584 0.7069 -2.2469
H 2.7942 -4.7670 -1.0461
C 2.5330 4.3675 -1.9915
C -4.1600 1.7937 3.0686
C 3.7090 5.0680 -1.6223
H -4.6679 2.5612 3.6567
K -1.8307 1.9286 0.5852
C -2.0411 -2.8756 -1.8692
H 2.7561 2.0817 0.5733
Ge -1.0517 -1.3566 0.4312
S 1.5524 4.7720 -3.3444
Cl 0.8528 2.2865 -1.3927
C -1.1704 -2.7503 -4.1081
H 5.0553 -4.1184 -0.2164
H -3.2804 -2.2515 1.2345
C 3.1924 -1.6763 1.2620
O -1.8838 1.0393 2.8822
H -5.7935 1.2556 -1.0122
H -1.9740 -3.4557 1.5345
C 0.9666 -0.1784 2.0190
O -2.4315 2.3276 4.6328
C -4.7979 1.4919 -0.6169
C 2.2438 0.1322 2.5410
C 4.1865 3.6620 0.2680
C -2.2481 -2.3986 1.5550
C 2.9055 -3.8986 -0.4082
H 0.8341 -3.4479 -0.4388
H 5.3885 5.3374 -0.3444
N -4.2851 2.1115 1.6449
C 2.2634 3.2886 -1.1117
H 5.2921 -2.1679 1.2679
C 4.3186 -2.4539 0.8844
H 2.3429 0.9582 3.2345
H -4.6126 0.8196 3.2929
C -1.0542 -2.0013 -1.4124
H 4.8057 3.3964 1.1147
H 0.5221 -1.4507 -4.3742
Cl 4.2223 6.4428 -2.5737
C 0.7814 -1.2076 1.1279
H -1.2181 -3.0370 -5.1520
H 4.3251 -0.3404 2.5234
H -2.7769 -3.2684 -1.1753
```

***

# 2
Molecular formula: C27H24N3O7Zr
Method: DFT, ωB97M-V/def2-TZVPD

total energy: -48447.5844 eV
total charge: +3
Kohn-Sham gap: 5.582 eV
M: 593.73 g mol⁻¹

The geometry in XYZ format:
```
62
C27H24N3O7Zr (ωB97M-V/def2-TZVPD)
H -1.9921 2.0793 2.5615
C -2.7493 -1.8546 0.8812
O 2.7824 0.1667 2.4924
H 2.6412 2.1724 3.2738
N -2.3298 -0.6227 1.2240
H -5.9433 3.2324 -0.1528
C 0.5691 -1.8760 -2.3591
C 1.2022 -1.5358 2.1257
H 0.9680 0.8646 -3.1129
H 3.1222 -1.7731 3.0401
H -3.0696 0.0536 3.1523
H 2.8020 -1.3245 -4.1992
C 3.2151 2.0344 -2.2551
H 6.0795 -0.2964 -1.1373
C 4.0395 -0.1959 -1.7938
H 2.3653 2.6624 -2.5540
H 1.0990 1.2668 3.1015
H 1.8603 -0.9777 4.1400
C 1.8412 1.9889 1.2999
C 1.7767 -1.0139 -3.9896
C 2.1042 1.4232 2.6470
Zr -0.2384 -0.4398 0.2840
H -3.9710 4.6851 -0.2288
C -0.4626 -2.7452 -1.7254
H -4.7530 -1.4289 3.1207
C -2.8223 3.5156 1.1661
O -3.8986 -2.2473 1.4025
C 2.2830 -1.0599 3.0864
H 6.4919 2.1279 -1.3995
C 3.0093 0.6372 -2.2773
H 0.0091 -4.5930 -2.6362
C -1.5977 -4.7596 -1.1351
H -5.4491 -0.7790 1.5667
H 2.6087 3.0504 -0.1386
H 4.5960 3.6152 -1.9656
C 1.6758 0.0420 -2.7932
C -2.3733 -4.0535 -0.2351
H -1.6950 -5.8481 -1.2568
C -5.0320 2.9086 0.3409
O 1.0204 1.3614 0.5680
C -2.0935 -2.7245 -0.0675
C 5.3028 0.3454 -1.5033
C -3.4046 -0.0180 2.0896
N -1.1361 -2.0781 -0.7924
H -3.1769 -4.5197 0.3477
C -2.7586 2.3288 1.8667
N 0.9277 -0.7622 -1.7567
C -4.9296 1.6529 0.9378
H 1.2964 -0.6108 -4.9216
C -3.9473 3.7894 0.3626
C -3.7569 1.3696 1.6506
H -2.0049 4.2249 1.2796
H -5.7382 0.9020 0.8388
O 0.0009 -1.1079 2.3883
O 2.5336 3.0137 0.8528
H 3.8560 -1.2766 -1.7048
C 5.5264 1.7134 -1.5784
C -4.5131 -1.0831 2.1044
O 1.0215 -2.1959 -3.5356
C -0.6582 -4.1218 -1.9520
C 4.4723 2.5472 -1.9462
O 1.3952 -1.8519 0.9104
```

***

# 3
Molecular formula: C27H24N4OOsSTe
Method: DFT, ωB97M-V/def2-TZVPD

total energy: -56977.6191 eV
total charge: +2
Kohn-Sham gap (alpha / beta): 5.131 / 5.041 eV
M: 770.41 g mol⁻¹

The geometry in XYZ format:
```
59
C27H24N4OOsSTe (ωB97M-V/def2-TZVPD)
H -0.7687 3.9883 -1.5271
H 5.0041 -3.7265 2.8628
C -3.2281 1.6579 -1.7891
H 2.8020 -3.0944 3.7750
C 2.3612 1.6842 3.2037
H 0.6954 2.7402 -4.9492
S 4.2147 -1.2073 -1.3277
H 1.3395 -2.7238 1.7039
H -1.9215 -1.3391 2.2920
H -0.9513 4.5035 0.1733
H -2.5010 -2.6743 -3.3325
H 3.8708 0.2115 -3.6451
N -0.2290 -0.3195 1.6784
C 0.9021 1.0500 -1.9864
C -2.7105 -3.2441 -1.2620
C 3.1196 -2.7878 2.7874
C 2.9416 2.9276 2.9912
C 2.6117 -1.4123 0.7127
C 2.1855 0.4453 -2.2752
C 3.8950 -1.8638 0.2558
C -1.0422 -1.5221 1.6680
H -2.6776 -3.5167 0.8710
H 3.5908 3.3630 3.7380
C 0.8227 -0.1244 2.3697
C 2.3787 1.5005 -4.4270
C 1.8464 3.0107 0.8662
C -2.2345 -2.4666 -2.3065
C -1.4096 -1.3984 -2.0186
N 1.9584 -0.6497 -0.1414
H 2.9027 1.6966 -5.3512
O 1.5098 -1.1071 3.0026
C 1.1154 2.0944 -4.1878
N 1.2709 1.8248 1.0707
H 1.6399 3.4789 -0.0874
H 3.1094 4.5662 1.6044
N -1.0433 -1.0834 -0.7654
H -3.3699 -4.0802 -1.4503
C 4.7071 -2.6681 0.9825
C 2.6749 3.5987 1.8098
C 2.1076 -2.0001 2.0263
H -1.0213 -0.7513 -2.7933
C -1.4875 -1.8529 0.2527
C -2.3272 -2.9309 0.0315
H -0.5336 -2.3839 2.1095
H -3.6411 0.6581 -1.6704
C 2.9091 0.6833 -3.4789
C 0.4159 1.8765 -3.0264
C -1.4413 4.0326 -0.6757
C 1.5171 1.1782 2.2340
H 2.5428 1.1182 4.1066
H -2.6593 1.7149 -2.7130
H -2.3368 4.5975 -0.9219
H 5.6712 -2.9654 0.5885
C 4.3137 -3.1243 2.2909
H -0.5412 2.3677 -2.9068
Os 0.1356 0.5594 -0.1831
H -4.0414 2.3790 -1.7971
Te -2.0206 2.0707 -0.0849
C 2.6953 -0.4057 -1.2964
```

***

# 4
Molecular formula: C27H25As2IrN2O6S3
Method: DFT, ωB97M-V/def2-TZVPD

multiplicity: 5
total energy: -200690.5471 eV
Kohn-Sham gap (alpha / beta): 7.710 / 6.644 eV
energy above the lowest of the compared OMol25 structures with the same formula, charge and spin: 24.9 kJ/mol
M: 911.77 g mol⁻¹

The geometry in XYZ format:
```
66
C27H25As2IrN2O6S3 (ωB97M-V/def2-TZVPD)
H 5.4495 -1.1093 0.1350
C 1.2925 5.5264 -1.9634
C 0.1435 -1.2941 -5.1248
C -0.7308 -0.3643 -4.5702
C 1.2889 4.2415 -1.4388
O -1.5334 -1.8187 0.4543
C 5.1330 -0.2657 -0.4671
C 6.0682 0.5384 -1.0996
C -3.4153 -0.6059 -1.5633
C -0.3193 0.4326 -3.5136
H -4.8963 0.8110 -2.1483
C 1.3350 5.7067 -3.3389
C 1.4300 -1.4187 -4.6234
C 0.9730 0.3039 -3.0077
As 1.4539 1.3713 -1.4506
C -4.6466 -2.3531 -3.3507
C 3.3551 1.0859 -1.3747
O -3.4603 2.2081 -0.7170
C 4.3001 1.8958 -1.9965
H 1.3985 2.4654 -4.3230
C 3.7715 0.0109 -0.5963
H -1.7547 3.6995 0.7827
H -2.7164 -0.5320 1.4738
S 2.6731 -1.0731 0.2741
H 6.3828 2.2561 -2.3546
O -0.3330 -1.9652 -1.5788
C -0.0948 4.0451 2.1877
C -2.9245 -1.9064 -1.7441
H 1.2579 6.3825 -1.3010
C -3.5389 -2.7792 -2.6305
H -2.2726 4.2398 2.3938
As -2.7282 0.7818 -0.4102
Ir 0.4373 -0.6015 0.1808
H 3.9806 2.7413 -2.5934
C -4.5295 -0.1982 -2.2875
H 2.8469 -0.7372 -3.1655
S -1.5112 -2.5171 -0.8802
H -1.7394 -0.2667 -4.9540
C 1.3721 4.6009 -4.1783
C 1.8461 -0.6207 -3.5618
C 1.3264 3.1321 -2.2753
C -1.5405 3.6490 1.8516
H 2.1127 -2.1431 -5.0506
H -3.1508 -3.7831 -2.7393
H 1.4043 4.7368 -5.2520
H 7.1232 0.3169 -0.9924
H -1.0056 1.1494 -3.0798
H 1.3375 6.7060 -3.7559
N -1.5547 2.2524 2.2954
H 1.2518 4.1014 -0.3649
H -5.1279 -3.0329 -4.0422
C -5.1415 -1.0715 -3.1790
O -3.1405 0.3119 1.2469
H 1.5377 2.5704 2.3748
C 5.6543 1.6238 -1.8626
O -1.0231 0.8598 -0.4803
O -1.5956 -3.9412 -0.8239
H -2.3365 1.6212 2.1340
N 0.5646 2.7340 2.1813
H -0.1814 -1.9227 -5.9449
H 0.3363 4.7155 1.4507
C -0.3296 1.7515 2.3378
H -6.0113 -0.7463 -3.7358
S 0.0070 0.0873 2.5841
C 1.3677 3.3130 -3.6542
H -0.0162 4.5111 3.1715
```

***

# 5
Molecular formula: C27H25BaF2N4SeSi
Method: DFT, ωB97M-V/def2-TZVPD

total energy: -113715.5728 eV
total charge: -1
Kohn-Sham gap: 4.957 eV
energy above the lowest of the compared OMol25 structures with the same formula, charge and spin: 15.5 kJ/mol
M: 687.90 g mol⁻¹

The geometry in XYZ format:
```
61
C27H25BaF2N4SeSi (ωB97M-V/def2-TZVPD)
C -0.6895 -0.1316 4.3798
H -0.3855 -0.8180 5.1189
H -2.7921 -0.2639 4.9244
C -2.0671 0.1998 4.2430
C -1.0675 -3.2657 -0.0753
H -2.7126 -1.1230 -4.2670
C -2.9059 -0.8024 -2.1742
H 2.7607 5.7256 -2.5795
C -3.3330 -4.2114 -0.5449
Si 1.9935 -0.2955 3.0897
C -2.4175 -0.1501 -1.0480
N 1.7966 0.7256 -1.7339
H 1.3938 -2.4720 4.1222
F 5.9998 -1.6107 0.7596
N -0.6171 -3.6235 -1.2977
H 6.5320 -2.1638 -1.1133
C -0.3368 1.2877 2.5192
C -1.0941 0.0974 -3.4712
H -4.3590 -4.5797 -0.3190
C 2.3033 -1.8137 4.2546
Ba 2.9330 -0.8698 -0.0476
H -3.0517 -0.2039 -0.1316
H -3.7910 -1.3752 -2.1729
H -3.4669 -5.0734 -2.4067
F 4.6104 -2.6251 -0.7163
Se -1.4202 -2.0237 2.0373
C -2.2876 -0.6299 -3.4261
C -2.8006 -4.5537 -1.7167
C -0.1272 4.5938 -4.0200
H 0.8868 6.4253 -3.8570
H 2.7053 1.3598 4.8682
C -1.1886 0.4836 -1.0997
H 2.6128 3.2247 -1.7034
C 1.8883 3.6688 -2.3433
C 2.9913 1.2333 3.8028
H -0.9799 5.0412 -4.5614
H -1.8888 2.2241 1.5408
C 0.9122 5.4466 -3.5905
C 0.8272 1.3481 -2.2747
H -0.8770 2.5586 -3.9641
C 5.6844 -1.5881 -0.6369
H -0.6436 0.9236 -0.2456
H -1.0948 -4.5363 -3.0282
C -0.5430 0.7188 -2.3263
C 1.9555 4.9852 -2.8345
H -3.6282 1.2414 3.2539
H 4.0374 1.1376 3.7801
C -0.1845 3.2777 -3.5722
C -1.4857 -4.2142 -2.0520
N -2.7741 -2.9026 1.4959
C -1.6436 1.5820 2.3638
H 3.0597 -2.3620 3.7650
H 0.3753 1.7907 1.8573
C 0.8354 2.8212 -2.7297
H -0.5425 0.1995 -4.3440
N -0.3127 -2.5272 0.7520
C -2.4897 -3.4041 0.3080
C 0.1992 0.3317 3.4088
H 2.5079 -1.5332 5.3611
H 2.7622 2.0894 3.1737
C -2.5648 1.0046 3.2451
```

***

# 6
Molecular formula: C27H25FN2O7
Method: DFT, ωB97M-V/def2-TZVPD

total energy: -48434.8375 eV
structure (SMILES): COc1cc(C(=O)N/C(=C/c2ccc(F)cc2)C(=O)N[C@@H](C(=O)O)c2ccccc2)cc(OC)c1OC
Kohn-Sham gap: 8.419 eV
M: 508.50 g mol⁻¹

The geometry in XYZ format:
```
62
C27H25FN2O7 (ωB97M-V/def2-TZVPD)
H 0.8272 1.5056 4.7631
N -3.0818 -0.0203 -0.4896
H -0.3566 -0.8587 4.7950
H -3.1598 0.3465 -5.2915
C -1.3621 2.6166 -3.5468
C 0.8763 3.2943 0.1447
H -0.0914 4.1101 -4.4248
H -4.0745 0.1770 -0.5678
C 0.9628 -2.7480 -2.2994
H 0.4035 -2.2274 5.6427
H 3.7881 -0.7484 2.6653
C -0.7221 -1.8486 -0.2346
H 0.0757 -3.3347 -2.5604
C -2.2206 1.5422 -3.7816
C -0.1445 -1.9308 4.7494
H 1.4366 1.4064 -0.7066
C 0.2195 -2.0859 2.3983
C -2.4860 1.1682 -5.0991
F -0.4268 3.5069 -6.9187
O -3.6673 -0.8237 1.4995
C -0.7556 3.2779 -4.5963
C 1.3520 1.2377 1.4346
C 2.9413 -0.0795 2.6605
H -3.9234 0.5925 -2.8454
H 3.5245 -4.3550 2.3171
H 2.1428 4.7175 0.2161
O 1.3240 -2.9365 -0.9473
C 2.6216 -3.8099 2.5927
C 2.3656 0.3255 3.8518
C -2.3066 0.5001 -1.5207
N -0.5316 1.3460 -0.1476
H 2.7627 -0.0239 4.7931
C 0.7700 1.6366 2.6314
C 0.9970 -2.5619 1.3312
H -2.0719 1.5257 -7.1789
O -0.0002 0.3957 -2.1225
C -1.0174 2.8624 -5.8893
C 0.5091 -2.4334 0.0110
C -2.8804 0.8403 -2.6877
C 1.2765 1.1810 3.8354
H -1.2590 1.6945 0.4572
H 0.7855 -1.6929 -2.5247
H 1.8116 -3.1082 -2.8780
O -0.0916 4.0066 0.1401
O 2.2247 -3.1406 1.4163
H -1.1863 2.9530 -2.5362
H 2.8823 0.0491 0.5268
H -1.0845 -2.4880 4.6972
C -1.4583 -1.3321 0.8263
O 0.7035 -2.2438 3.6702
C 0.8209 1.7719 0.1235
H -1.1227 -1.8277 -1.2336
H -1.6094 -1.0802 2.9208
C -1.8818 1.8169 -6.1579
H 1.8597 -4.5179 2.9277
O 2.1261 3.7469 0.1870
H -0.0723 2.3144 2.6225
C -2.7914 -0.7211 0.6595
H 2.8442 -3.1139 3.4037
C 2.4348 0.3713 1.4544
C -0.9933 -1.4698 2.1281
C -0.8391 0.7257 -1.3075
```

***

# 7
Molecular formula: C27H25IMgN4O2
Method: DFT, ωB97M-V/def2-TZVPD

total energy: -52011.0601 eV
Kohn-Sham gap: 6.768 eV
M: 588.73 g mol⁻¹

The geometry in XYZ format:
```
60
C27H25IMgN4O2 (ωB97M-V/def2-TZVPD)
O -0.6629 -1.8699 0.9921
H 1.5986 -1.4118 5.0331
H -5.8662 -1.4546 1.4913
H 1.5154 2.8639 4.3683
C 0.0750 1.7074 3.2645
H -0.3490 2.5791 2.7630
C -3.0401 -0.5065 3.9903
C -3.8598 -0.7097 1.7220
C 2.2647 2.5974 -5.8350
H 1.4318 -3.7460 -5.3110
H 2.5176 -1.4213 0.1135
C 2.9627 -1.3371 1.1147
N 0.3900 1.7808 -3.9659
C 1.2190 -1.6066 -5.2044
I 2.6549 0.5814 -1.9587
C 1.8684 1.2599 -5.7778
C -0.2737 -2.0118 -2.9348
C -5.0809 -1.1947 2.2009
C -1.0066 -0.6924 0.8706
C 1.1296 1.8633 4.1753
C -2.8385 -0.3746 2.6108
H 3.2471 0.6894 0.5298
H 0.0622 -4.1142 -3.1953
C 1.7721 3.5053 -4.8897
C -4.2547 -1.0130 4.4707
H 2.5091 0.8720 5.5208
H 2.9806 2.9191 -6.5874
C 0.8645 3.0322 -3.9344
N -1.8647 1.4050 1.2589
C 0.9927 -2.9135 -4.7673
C 1.6845 0.7493 4.8138
N -0.1321 -0.7624 -3.4056
H 2.0922 4.5411 -4.8404
H 4.3980 0.0730 1.7336
H 2.2106 -1.7083 1.8219
H 2.3308 0.4914 -6.3924
H -6.2284 -1.7355 3.9576
H -4.3906 -1.1313 5.5476
C 0.2418 -3.1270 -3.6096
H 2.7656 0.4564 2.2255
H -3.7042 -0.5982 0.6471
C -0.4364 0.4341 3.0117
Mg -0.1605 0.9167 -2.1017
O -1.3087 2.2346 -0.8977
H -0.8069 -2.1114 -1.9858
H 0.5510 3.6476 -3.0873
C 0.6082 -0.5407 -4.5223
H -2.2515 2.2679 1.6225
C 0.1160 -0.6814 3.6530
C -1.3903 1.3254 -0.0196
H 3.8098 -2.0295 1.1718
H -0.2754 -1.6756 3.4256
C -1.5658 0.2085 2.0078
H -2.2506 -0.2254 4.6877
H 1.8856 -1.3747 -6.0302
C 3.3522 0.0248 1.4070
C 1.1792 -0.5290 4.5478
N -0.9165 0.0611 -0.2707
C 0.9105 0.8702 -4.8281
C -5.2769 -1.3505 3.5807
```

***

# 8
Molecular formula: C27H25IMoN4O2
Method: DFT, ωB97M-V/def2-TZVPD

multiplicity: 3
total energy: -48397.2847 eV
total charge: +2
Kohn-Sham gap (alpha / beta): 4.167 / 2.605 eV
energy above the lowest of the compared OMol25 structures with the same formula, charge and spin: 148.8 kJ/mol
M: 660.37 g mol⁻¹

The geometry in XYZ format:
```
60
C27H25IMoN4O2 (ωB97M-V/def2-TZVPD)
H 1.4659 1.4428 3.1142
H 2.9524 3.3743 -2.1887
C -0.9222 -0.1193 2.7844
H 3.1283 -2.0935 5.2561
O 2.1192 2.8387 0.9967
C -4.0515 0.6219 -3.0857
H 3.8965 -3.9075 3.7160
C 2.6526 -3.2464 2.0848
Mo 0.8439 1.7465 -2.0828
H -5.0716 0.4048 -3.4217
C 0.1601 -0.0464 0.4714
N 1.0800 1.1396 2.2257
C -0.5660 -0.8457 -3.2582
C 1.4298 1.8425 1.0458
N 0.6612 -0.4704 -2.8207
C 3.1626 -3.1894 3.3819
H -3.5011 2.0694 3.2180
C 1.5073 -2.6662 -3.3357
C -2.4210 2.0490 -2.0042
C -2.9006 1.1782 3.3892
H 0.4148 4.1082 -2.7773
H 2.3717 -3.3570 -3.3258
H 0.1036 -4.0477 -4.2720
H -0.6596 -1.9619 3.9418
C -1.7559 0.9860 2.5971
H -1.5218 1.6696 1.7671
H -4.0461 0.4687 5.0762
H 1.2812 -2.3509 0.6277
H 1.4741 -0.4327 4.5004
N -1.4098 1.2651 -2.4119
H -4.5740 2.5056 -2.0364
O -0.5207 -0.8119 -0.2270
N 0.7923 1.1176 -0.0406
H 3.2775 1.8721 -1.3073
C 1.6503 -1.3572 -2.8384
C -3.1678 0.3065 4.4533
C 1.7145 -2.2915 1.6365
H 2.9439 -4.0394 1.4082
C -1.2532 -1.0461 3.8026
H 0.1798 3.8105 -0.9011
H 3.1809 1.7883 -3.1354
H -1.8294 -2.4364 -4.0943
H 1.7966 4.1017 -1.6090
I 0.8904 2.2040 -4.7320
C 0.4037 -0.1195 1.9804
H 2.6080 -1.0244 -2.4154
C -2.3986 -0.8464 4.6044
C 1.8200 -1.2103 3.8004
C 1.3295 -1.2434 2.4680
C -0.7947 -2.1650 -3.7674
H -3.1996 -1.2341 -3.8896
H -2.6167 -1.5571 5.4093
C 0.2575 -3.0628 -3.8300
C 2.7581 -2.1630 4.2327
H -2.1486 2.9120 -1.3621
C 0.6913 3.6558 -1.7978
C 2.7767 2.2190 -2.2241
C -3.7579 1.7915 -2.3483
C -3.0095 -0.2460 -3.3935
C -1.6783 0.0997 -3.0557
```